{
  "formula": "C4H9BeLiO4",
  "method": "ωB97M-V/def2-TZVPD",
  "homo_lumo_gap_ev": 6.58,
  "e_tot_ev": -13088.8110,
  "lumo_ha": -0.012,
  "fmax_ha_per_bohr": 0.0997,
  "symbols": ["O", "Li", "O", "C", "O", "C", "C", "O", "C", "Be", "H", "H", "H", "H", "H", "H", "H", "H", "H"],
  "xyz": [[1.41304, 0.66430, -1.83150], [2.84060, 0.50041, -0.65082], [1.78966, -0.53342, 0.49048], [1.28750, -1.78429, 0.74020], [-0.12873, -1.90891, 0.71318], [-0.76116, -1.30105, -0.44289], [-1.98847, -0.57578, 0.02416], [-1.58047, 0.75221, 0.45951], [-2.60540, 1.62160, 0.88536], [0.18904, 0.52639, 0.00583], [1.59435, -2.14662, 1.73961], [1.65824, -2.51471, -0.01411], [0.81398, -0.02558, -2.46876], [-0.76600, -2.09802, -1.20181], [-2.50542, -1.04255, 0.88209], [-2.71625, -0.45543, -0.79390], [-2.12616, 2.48535, 1.35971], [-3.19431, 1.97516, 0.02491], [-3.26171, 1.09769, 1.59673]],
  "forces_ev_per_angstrom": [[-2.99, -1.67, -1.43], [-1.05, -0.72, -0.41], [-1.60, 2.12, 0.50], [0.02, -1.13, -0.10], [0.06, 0.38, 0.83], [1.08, 1.77, 1.30], [-0.62, -1.99, -0.88], [1.90, 0.32, -0.11], [-0.30, 0.55, 0.20], [1.14, -4.11, -2.85], [-0.24, 0.07, -0.23], [0.20, 0.35, 0.10], [2.64, 3.06, 3.15], [-0.72, 0.86, -0.20], [0.16, 0.24, -0.04], [0.21, 0.08, 0.14], [-0.22, -0.23, -0.01], [0.12, -0.19, 0.21], [0.22, 0.24, -0.16]],
  "mulliken_charge": [-0.936, 0.861, -0.712, -0.232, -0.423, -0.269, -0.761, -0.013, -0.615, 0.401, 0.222, 0.269, 0.238, 0.537, 0.343, 0.310, 0.222, 0.280, 0.275]
}